[1]
89
Properties=species:S:1:pos:R:3:lowdin_charge:R:1 method="wB97M-V/def2-TZVPD" max_force_ev_per_a=2.27 total_energy_ev=-197904.1790 orbital_gap_ev="7.51 / 8.34" de_lowest_ev=0.2944 e_lumo_ev="0.5 / 0.4" molar_mass_g_mol=713.4 s2=3.766 multiplicity=4
V 0.170 0.123 -0.100 0.706
C -2.738 1.145 2.601 -0.040
C -1.811 0.251 2.067 -0.193
N -1.486 0.615 0.829 -0.047
N -2.182 1.713 0.542 -0.012
C -2.954 2.055 1.591 -0.056
B -2.517 2.141 -0.884 -0.537
N -1.361 1.899 -1.867 0.003
C -1.428 2.304 -3.149 -0.050
C -0.568 1.525 -3.896 -0.033
C -0.006 0.646 -2.970 -0.209
N -0.497 0.895 -1.756 -0.117
N -3.619 1.159 -1.323 -0.042
C -4.838 1.436 -1.812 -0.093
C -5.485 0.244 -2.048 -0.069
C -4.557 -0.726 -1.666 -0.203
N -3.443 -0.164 -1.230 -0.014
H -3.174 1.129 3.579 0.102
H -1.375 -0.613 2.537 0.103
H -3.597 2.912 1.551 0.128
H -2.896 3.261 -0.934 0.120
H -2.070 3.112 -3.441 0.126
H -0.368 1.586 -4.946 0.100
H 0.727 -0.129 -3.133 0.112
H -5.157 2.449 -1.961 0.111
H -6.470 0.094 -2.438 0.083
H -4.660 -1.794 -1.683 0.083
C 2.334 -0.220 -0.445 -0.098
C 2.154 1.122 -0.031 -0.190
C 1.626 1.066 1.324 -0.180
C 1.512 -0.307 1.655 -0.084
C 1.955 -1.104 0.587 -0.263
C 2.321 -2.570 0.636 -0.542
C 3.852 -2.668 0.739 -0.034
C 1.715 -3.284 1.848 -0.038
C 1.855 -3.275 -0.640 -0.050
C 1.427 2.142 2.392 -0.489
C 0.914 1.519 3.703 -0.060
C 0.404 3.221 1.971 -0.031
C 2.770 2.794 2.779 -0.048
C 2.808 2.257 -0.819 -0.503
C 4.260 2.365 -0.313 -0.030
C 2.898 1.974 -2.330 -0.049
C 2.105 3.616 -0.711 -0.034
H 2.842 -0.538 -1.344 0.117
H 1.250 -0.692 2.627 0.110
H 4.215 -2.129 1.611 0.091
H 4.325 -2.247 -0.145 0.082
H 4.153 -3.709 0.827 0.083
H 2.057 -2.834 2.776 0.084
H 2.026 -4.327 1.855 0.087
H 0.629 -3.252 1.823 0.065
H 2.336 -2.838 -1.512 0.085
H 0.776 -3.162 -0.734 0.034
H 2.099 -4.336 -0.604 0.093
H -0.034 1.015 3.549 0.056
H 0.765 2.308 4.438 0.090
H 1.636 0.819 4.118 0.086
H -0.496 3.131 2.577 0.071
H 0.108 3.124 0.929 0.059
H 0.805 4.220 2.130 0.085
H 3.509 2.024 3.000 0.093
H 2.635 3.393 3.680 0.085
H 3.158 3.450 2.006 0.058
H 4.843 1.519 -0.671 0.088
H 4.307 2.368 0.769 0.058
H 4.722 3.277 -0.685 0.087
H 3.357 1.015 -2.551 0.074
H 3.518 2.740 -2.795 0.089
H 1.913 2.012 -2.787 0.058
H 2.144 4.021 0.293 0.057
H 1.063 3.528 -1.024 0.081
H 2.594 4.326 -1.379 0.088
C -4.409 -4.290 1.511 -0.406
Se -3.588 -2.510 1.450 0.924
C -1.916 -3.095 0.598 -0.575
C -2.047 -3.430 -0.875 -0.503
Se -1.438 -1.934 -2.015 1.033
C -0.479 -3.076 -3.321 -0.356
H -3.791 -4.944 2.121 0.016
H -4.497 -4.686 0.502 0.013
H -5.396 -4.197 1.956 0.014
H -1.574 -3.968 1.162 0.063
H -1.207 -2.268 0.736 0.003
H -3.078 -3.664 -1.141 0.042
H -1.422 -4.286 -1.145 0.065
H -1.191 -3.786 -3.732 0.021
H 0.366 -3.599 -2.883 0.001
H -0.137 -2.413 -4.112 0.012



[2]
85
Properties=species:S:1:pos:R:3:lowdin_charge:R:1 method="wB97M-V/def2-TZVPD" max_force_ev_per_a=9.13 total_energy_ev=-43607.0962 orbital_gap_ev=7.05 e_lumo_ev=-0.3 molar_mass_g_mol=503.7 smiles="CCOCCOCCOC[C@@](Cc1ccc(C)cc1)(N=C(C)C)OC(=O)CC[C@H](C)CCC=C(C)C"
C -4.155 -1.680 -4.073 -0.119
C -3.854 -0.746 -5.387 -0.273
O -2.463 -0.282 -5.518 -0.216
C -2.307 1.097 -4.981 -0.166
C -1.076 1.903 -5.734 -0.174
O -0.687 3.154 -5.050 -0.187
C 0.107 2.746 -3.880 -0.173
C 0.832 4.033 -3.094 -0.143
O 0.599 3.829 -1.661 -0.185
C 1.841 3.722 -0.885 -0.128
C 2.063 2.211 -0.196 -0.384
C 2.768 1.316 -1.373 -0.078
C 2.497 -0.293 -1.310 -0.128
C 3.862 -1.258 -1.233 -0.038
C 3.839 -2.894 -1.138 -0.042
C 2.382 -3.650 -1.112 -0.191
C 2.321 -5.285 -0.968 -0.128
C 0.994 -2.725 -1.237 -0.018
C 1.057 -1.068 -1.338 -0.010
N 2.970 2.486 1.011 0.078
C 3.592 1.345 1.443 -0.246
C 2.860 0.001 2.052 -0.060
C 5.258 1.253 1.317 -0.063
O 0.717 1.747 0.167 -0.064
C 0.119 2.526 1.260 -0.207
O -0.697 3.602 1.078 -0.013
C 0.330 2.116 2.868 -0.091
C -0.458 0.692 3.175 -0.158
C -1.221 0.691 4.664 -0.326
C -0.272 1.292 5.869 -0.127
C -1.632 -0.858 5.138 -0.175
C -3.217 -1.221 4.782 -0.193
C -3.237 -2.530 3.760 -0.105
C -3.140 -2.439 2.273 -0.278
C -4.226 -1.725 1.273 -0.105
C -1.786 -3.099 1.582 -0.104
H -5.328 -1.903 -4.089 0.087
H -3.628 -2.738 -4.237 0.086
H -3.829 -1.199 -3.044 0.079
H -4.066 -1.421 -6.348 0.133
H -4.661 0.109 -5.420 0.119
H -2.168 0.984 -3.825 0.123
H -3.274 1.768 -5.143 0.136
H -1.373 2.188 -6.852 0.147
H -0.192 1.123 -5.838 0.133
H -0.489 2.151 -3.069 0.127
H 0.982 2.043 -4.248 0.121
H 1.950 4.014 -3.435 0.124
H 0.345 5.057 -3.422 0.143
H 2.812 4.071 -1.437 0.136
H 1.714 4.460 0.044 0.144
H 2.315 1.692 -2.412 0.119
H 3.918 1.563 -1.419 0.134
H 4.927 -0.723 -1.248 0.078
H 4.895 -3.441 -1.091 0.097
H 2.625 -5.537 0.156 0.091
H 3.060 -5.818 -1.702 0.084
H 1.199 -5.599 -1.082 0.075
H -0.053 -3.300 -1.220 0.082
H 0.061 -0.453 -1.388 0.090
H 2.546 0.118 3.176 0.085
H 3.570 -0.920 1.846 0.088
H 1.868 -0.226 1.433 0.081
H 5.762 2.300 1.170 0.088
H 5.617 0.686 2.300 0.087
H 5.590 0.563 0.417 0.066
H -0.219 2.927 3.549 0.127
H 1.453 2.121 3.197 0.100
H 0.211 -0.261 3.052 0.091
H -1.347 0.588 2.387 0.129
H -2.220 1.339 4.645 0.140
H -0.713 1.042 6.948 0.087
H 0.800 0.794 5.740 0.093
H -0.163 2.462 5.836 0.075
H -0.955 -1.668 4.603 0.107
H -1.534 -0.988 6.310 0.107
H -3.752 -1.593 5.780 0.104
H -3.799 -0.299 4.328 0.110
H -3.287 -3.604 4.236 0.104
H -5.349 -1.809 1.635 0.088
H -3.875 -0.616 1.087 0.075
H -4.158 -2.288 0.240 0.076
H -1.629 -2.731 0.474 0.057
H -1.887 -4.288 1.612 0.091
H -0.852 -2.748 2.226 0.072



[3]
95
Properties=species:S:1:pos:R:3:lowdin_charge:R:1 method="wB97M-V/def2-TZVPD" charge=+1 max_force_ev_per_a=1.59 total_energy_ev=-211613.1148 orbital_gap_ev=7.66 e_lumo_ev=-3.8 molar_mass_g_mol=1005.3
C 3.023 -5.413 2.094 -0.098
C 1.825 -5.979 1.334 -0.217
C 0.517 -5.251 1.568 -0.212
O 0.492 -4.035 0.826 -0.150
C -0.770 -3.427 0.864 -0.167
C -0.736 -2.209 -0.086 -0.356
C -0.502 -2.749 -1.499 0.021
O 0.355 -1.392 0.345 -0.116
C 0.298 0.013 0.188 -0.347
C 0.219 0.360 -1.324 -0.125
C 1.364 -0.270 -2.157 -0.168
C 2.241 0.809 -2.806 -0.195
C 1.499 1.602 -3.881 -0.203
C 2.290 2.762 -4.487 -0.191
C 2.689 3.855 -3.482 -0.165
C 1.718 5.032 -3.535 -0.237
O 2.065 6.079 -2.652 -0.175
C 1.562 5.937 -1.346 -0.117
C 1.658 0.571 0.634 -0.569
Br 1.794 2.467 0.620 0.984
C 2.815 -0.028 0.883 -0.721
C 4.078 0.712 1.230 -0.173
Br 3.110 -1.893 0.774 0.955
C -0.947 0.491 1.099 -0.221
C -0.991 -0.283 2.451 -0.149
C 0.129 -0.439 3.534 -0.359
C 1.281 0.578 3.677 -0.119
C 0.669 -1.884 3.581 -0.068
C -1.248 2.030 1.313 -0.698
I -1.380 2.670 3.315 1.091
C -1.610 2.945 0.382 -0.838
C -1.740 2.859 -1.122 -0.195
I -2.030 4.938 0.835 0.970
N -2.204 -0.053 0.361 0.059
C -3.516 0.306 0.988 -0.042
C -4.656 0.181 -0.016 -0.223
O -4.405 1.129 -1.033 0.034
C -5.983 0.451 0.706 -0.655
F -6.894 0.885 -0.110 0.217
F -6.408 -0.673 1.254 0.179
F -5.845 1.328 1.686 0.186
C -2.146 -1.529 -0.049 -0.179
O -3.023 -2.210 0.808 -0.101
N -3.972 -3.033 0.011 0.056
O -4.617 -3.672 0.703 0.173
H 3.489 -4.584 1.562 0.015
H 3.791 -6.176 2.233 0.075
H 2.721 -5.058 3.083 0.077
H 1.658 -7.013 1.656 0.114
H 2.027 -6.019 0.260 0.117
H 0.402 -5.026 2.639 0.128
H -0.337 -5.878 1.276 0.126
H -1.521 -4.140 0.498 0.131
H -1.024 -3.143 1.887 0.117
H -0.775 -2.031 -2.274 0.080
H 0.552 -2.995 -1.622 0.107
H -1.105 -3.646 -1.651 0.108
H 0.333 1.431 -1.417 0.056
H -0.744 0.099 -1.768 0.108
H 0.951 -0.899 -2.948 0.108
H 1.987 -0.909 -1.529 0.069
H 2.625 1.461 -2.016 0.075
H 3.111 0.326 -3.263 0.128
H 0.547 1.989 -3.494 0.103
H 1.242 0.890 -4.675 0.119
H 1.668 3.231 -5.257 0.111
H 3.169 2.370 -5.004 0.115
H 2.696 3.465 -2.459 0.082
H 3.688 4.242 -3.695 0.123
H 0.696 4.689 -3.304 0.114
H 1.724 5.472 -4.535 0.130
H 1.674 6.898 -0.843 0.095
H 0.495 5.672 -1.357 0.055
H 2.111 5.179 -0.770 0.053
H 4.375 1.377 0.415 0.074
H 4.883 0.013 1.436 0.057
H 3.920 1.331 2.119 0.073
H -1.869 0.120 2.955 0.043
H -1.278 -1.305 2.217 0.092
H -0.447 -0.357 4.462 0.119
H 2.243 0.083 3.529 0.069
H 1.287 0.991 4.688 0.083
H 1.248 1.422 2.995 -0.023
H -0.044 -2.538 4.096 0.089
H 1.602 -1.923 4.144 0.086
H 0.856 -2.301 2.593 0.029
H -0.831 3.262 -1.584 0.070
H -1.923 1.882 -1.550 0.046
H -2.557 3.497 -1.455 0.052
H -2.228 0.472 -0.516 0.117
H -3.453 1.356 1.259 0.124
H -3.695 -0.255 1.899 0.150
H -4.766 -0.816 -0.446 0.142
H -4.672 0.789 -1.896 0.130
H -2.571 -1.565 -1.059 0.159



[4]
88
Properties=species:S:1:pos:R:3:lowdin_charge:R:1 method="wB97M-V/def2-TZVPD" charge=+2 max_force_ev_per_a=2.68 total_energy_ev=-184244.6676 orbital_gap_ev=4.73 de_lowest_ev=2.8849 e_lumo_ev=-8.1 molar_mass_g_mol=692.1
C -0.593 6.805 -6.018 -0.002
C -0.861 5.480 -6.445 -0.216
C -1.082 5.277 -7.831 -0.006
C -1.088 6.403 -8.680 -0.115
N -0.868 7.649 -8.259 0.076
C -0.624 7.835 -6.973 -0.129
C -0.950 4.349 -5.541 0.096
C -1.162 3.408 -4.796 0.031
C -1.307 2.660 -3.624 -0.242
C -0.264 2.611 -2.707 -0.010
C -0.399 1.840 -1.580 -0.145
C -1.641 1.234 -1.359 -0.637
C -2.735 1.418 -2.207 -0.156
C -2.534 1.994 -3.428 -0.029
Zn -0.666 -0.557 -2.834 0.848
P 1.949 -1.207 -1.138 0.989
H -1.294 4.275 -8.221 0.116
H -0.408 7.050 -4.962 0.120
H -1.275 6.247 -9.736 0.111
H -0.432 8.858 -6.655 0.116
H -3.349 2.082 -4.168 0.154
H 0.533 3.333 -2.918 0.152
H -3.680 1.049 -1.853 0.110
H 0.450 1.733 -0.907 0.059
C 2.421 -2.779 -0.153 -0.367
C 3.397 -3.755 -0.823 -0.139
H 1.469 -3.304 0.024 0.063
H 2.774 -2.473 0.842 0.083
H 3.614 -4.587 -0.131 0.093
H 2.958 -4.186 -1.736 0.061
H 4.354 -3.280 -1.087 0.072
C 2.458 -1.429 -2.934 -0.433
C 3.256 -0.284 -3.567 -0.136
H 1.521 -1.434 -3.522 -0.011
H 2.950 -2.418 -3.088 0.086
H 3.169 -0.360 -4.666 0.090
H 2.836 0.693 -3.280 0.066
H 4.310 -0.331 -3.278 0.071
C 3.227 -0.011 -0.432 -0.483
C 4.682 -0.465 -0.424 -0.133
H 2.977 0.210 0.641 -0.040
H 3.137 0.956 -0.957 0.073
H 5.349 0.384 -0.182 0.098
H 4.846 -1.261 0.316 0.077
H 4.960 -0.867 -1.401 0.051
Br -2.142 0.392 0.374 0.782
P -2.263 -2.801 -3.451 1.002
C -0.487 -3.141 -3.140 -0.486
C -0.038 -4.489 -3.706 -0.118
H -0.314 -3.128 -2.033 0.074
H 0.048 -2.364 -3.733 0.020
H 1.044 -4.452 -3.860 0.074
H -0.204 -5.259 -2.947 0.092
H -0.507 -4.687 -4.674 0.081
C -3.199 -2.710 -1.862 -0.406
C -4.553 -3.435 -2.092 -0.148
H -3.278 -1.657 -1.512 0.030
H -2.584 -3.217 -1.098 0.087
H -5.058 -3.570 -1.145 0.071
H -5.224 -2.822 -2.721 0.081
H -4.394 -4.425 -2.540 0.074
C -2.404 -1.229 -4.367 -0.457
C -2.754 -1.414 -5.858 -0.104
H -1.370 -0.672 -4.392 0.054
H -3.136 -0.572 -3.871 0.074
H -3.048 -0.445 -6.278 0.084
H -1.879 -1.727 -6.446 0.092
H -3.602 -2.101 -5.981 0.094
C -1.806 -1.436 5.286 -0.083
C -0.556 -1.418 4.395 -0.224
N -0.615 -0.277 3.395 -0.010
C 0.589 0.274 3.040 -0.791
S 1.017 0.594 1.424 0.647
N 1.403 0.672 4.050 -0.011
C 0.802 1.252 5.270 -0.233
C 1.914 1.660 6.225 -0.077
H -2.036 -0.426 5.625 0.071
H -1.662 -2.073 6.175 0.089
H -2.654 -1.815 4.701 0.075
H 0.383 -1.282 4.981 0.113
H -0.452 -2.370 3.849 0.117
H -1.262 -0.458 2.603 0.036
H 2.236 1.126 3.683 0.121
H 0.208 2.142 5.019 0.129
H 0.088 0.534 5.705 0.094
H 2.447 2.551 5.847 0.086
H 1.413 1.954 7.155 0.085
H 2.606 0.819 6.405 0.087



[5]
82
Properties=species:S:1:pos:R:3:lowdin_charge:R:1 method="wB97M-V/def2-TZVPD" charge=+2 max_force_ev_per_a=3.18 total_energy_ev=-34883.4384 orbital_gap_ev=5.59 de_lowest_ev=0.0000 e_lumo_ev=-7.9 molar_mass_g_mol=438.7
C -1.178 2.613 4.163 -0.131
C -2.238 3.809 4.286 -0.252
C -3.622 3.247 4.818 -0.218
C -4.578 2.754 3.645 -0.199
C -4.863 3.906 2.573 -0.207
C -4.650 3.408 1.087 -0.219
C -3.127 3.351 0.656 -0.203
C -2.901 2.456 -0.648 -0.197
C -1.987 3.151 -1.743 -0.195
C -0.846 2.190 -2.305 -0.208
C -0.703 2.438 -3.865 -0.206
C 0.471 1.542 -4.488 -0.214
C 0.203 1.177 -5.994 -0.204
C 1.467 0.596 -6.762 -0.150
C 1.429 -0.999 -6.819 -0.095
N 1.590 -1.547 -5.425 -0.050
C 0.424 -1.831 -4.732 0.022
C 0.525 -2.317 -3.369 0.060
C 1.840 -2.527 -2.710 -0.094
C 1.834 -2.999 -1.250 -0.093
C 3.017 -2.627 -0.426 0.073
C 3.033 -3.013 0.975 0.039
N 2.018 -3.712 1.575 -0.027
C 1.973 -4.090 3.023 -0.262
C 1.256 -2.856 3.761 -0.020
C 3.377 -4.467 3.641 -0.143
C 3.538 -4.077 5.180 -0.232
C 4.237 -2.675 5.404 -0.110
C 0.915 -4.087 0.819 0.041
C 0.767 -3.764 -0.596 0.063
C 3.029 -2.234 -3.514 0.067
C 2.841 -1.744 -4.890 0.047
H -0.591 2.596 5.116 0.068
H -0.512 2.879 3.295 0.061
H -1.665 1.623 3.971 0.062
H -1.872 4.584 5.015 0.107
H -2.294 4.282 3.275 0.072
H -3.379 2.388 5.512 0.106
H -4.123 4.022 5.466 0.111
H -5.552 2.488 4.148 0.106
H -4.199 1.808 3.160 0.102
H -4.308 4.849 2.816 0.108
H -5.959 4.160 2.663 0.108
H -5.164 2.413 0.952 0.113
H -5.171 4.159 0.418 0.116
H -2.563 2.925 1.533 0.086
H -2.742 4.400 0.510 0.113
H -2.519 1.444 -0.334 0.098
H -3.921 2.279 -1.090 0.103
H -2.673 3.415 -2.603 0.111
H -1.588 4.114 -1.337 0.107
H 0.116 2.489 -1.798 0.117
H -1.097 1.107 -2.147 0.096
H -1.641 2.189 -4.424 0.115
H -0.410 3.503 -4.077 0.125
H 0.573 0.659 -3.799 0.078
H 1.460 2.092 -4.463 0.121
H -0.099 2.114 -6.535 0.127
H -0.634 0.435 -6.148 0.105
H 2.436 0.988 -6.358 0.118
H 1.371 0.951 -7.831 0.130
H 0.449 -1.319 -7.247 0.140
H 2.294 -1.379 -7.416 0.139
H -0.560 -1.646 -5.229 0.158
H -0.404 -2.524 -2.793 0.124
H 3.838 -2.057 -0.912 0.123
H 3.924 -2.707 1.576 0.152
H 1.285 -4.966 3.200 0.159
H 2.000 -2.025 3.842 0.080
H 0.782 -3.149 4.726 0.101
H 0.459 -2.490 3.046 0.090
H 3.518 -5.588 3.609 0.125
H 4.261 -4.027 3.114 0.096
H 4.205 -4.845 5.670 0.119
H 2.572 -4.109 5.747 0.107
H 5.112 -2.518 4.722 0.076
H 3.511 -1.819 5.316 0.065
H 4.629 -2.654 6.460 0.088
H 0.074 -4.649 1.299 0.163
H -0.139 -4.076 -1.164 0.129
H 4.046 -2.373 -3.082 0.126
H 3.774 -1.508 -5.463 0.164